{
  "formula": "C30H45O23Pt",
  "method": "ωB97M-V/def2-TZVPD",
  "spin_multiplicity": 3,
  "charge": 1,
  "e_above_lowest_kj_mol": 386.4,
  "symbols": ["Pt", "C", "C", "O", "O", "H", "H", "H", "C", "C", "C", "O", "C", "O", "O", "H", "H", "H", "H", "H", "H", "C", "C", "C", "O", "C", "O", "O", "H", "H", "H", "H", "H", "H", "C", "C", "C", "O", "C", "O", "O", "H", "H", "H", "H", "H", "H", "C", "C", "C", "O", "C", "O", "O", "H", "H", "H", "H", "H", "H", "C", "C", "C", "O", "C", "O", "O", "H", "H", "H", "H", "H", "H", "C", "C", "C", "O", "C", "O", "O", "H", "H", "H", "H", "H", "H", "C", "C", "C", "O", "C", "O", "O", "H", "H", "H", "H", "H", "H"],
  "xyz": [[-2.950, 1.244, -0.040], [0.835, -0.473, 0.260], [-0.585, 0.078, 0.161], [-1.441, -0.312, -0.663], [-0.925, 0.994, 0.864], [0.980, -1.200, -0.539], [1.081, -0.975, 1.196], [1.647, 0.207, 0.001], [-7.687, -1.930, -3.267], [-6.442, -2.280, -2.452], [-5.231, -2.863, -3.230], [-4.275, -1.824, -3.065], [-4.637, -0.860, -2.257], [-3.914, 0.063, -1.913], [-5.932, -1.038, -1.957], [-7.472, -1.627, -4.291], [-8.318, -1.185, -2.781], [-8.357, -2.777, -3.416], [-6.762, -2.865, -1.590], [-5.479, -2.994, -4.284], [-4.820, -3.750, -2.748], [6.207, 0.599, 0.143], [4.736, 0.509, 0.475], [4.299, -0.934, 0.716], [3.943, -0.968, 2.031], [4.109, 0.159, 2.642], [3.939, 0.397, 3.887], [4.554, 1.049, 1.732], [6.266, 0.435, -0.932], [6.832, -0.158, 0.617], [6.705, 1.533, 0.406], [4.136, 0.914, -0.339], [5.095, -1.617, 0.420], [3.539, -1.255, 0.004], [-1.634, -0.158, -5.436], [-1.077, -0.466, -4.076], [-0.598, -1.895, -4.000], [0.505, -1.793, -3.094], [1.040, -0.536, -3.239], [2.125, -0.155, -2.875], [0.101, 0.300, -3.788], [-0.862, -0.095, -6.203], [-2.249, 0.740, -5.368], [-2.467, -0.795, -5.734], [-1.857, -0.242, -3.348], [-0.238, -2.385, -4.905], [-1.351, -2.589, -3.627], [0.523, 0.318, 5.248], [0.168, -0.705, 4.101], [0.944, -1.962, 3.954], [-0.015, -2.956, 4.257], [-1.212, -2.428, 4.426], [-2.245, -3.061, 4.748], [-1.187, -1.153, 4.193], [-0.195, 0.275, 6.067], [0.473, 1.304, 4.786], [1.511, 0.269, 5.707], [0.400, -0.246, 3.140], [1.705, -2.133, 4.716], [1.296, -2.168, 2.944], [2.134, 3.292, -3.382], [1.761, 3.987, -2.055], [1.243, 3.038, -0.946], [2.145, 3.295, 0.183], [3.025, 4.224, -0.154], [3.863, 4.675, 0.582], [2.878, 4.547, -1.472], [2.376, 4.131, -4.035], [1.303, 2.735, -3.815], [3.002, 2.634, -3.355], [1.096, 4.838, -2.205], [1.367, 2.020, -1.317], [0.198, 3.238, -0.708], [2.432, 4.130, 3.597], [1.116, 4.771, 3.046], [-0.038, 3.778, 3.101], [-1.007, 4.435, 3.900], [-0.589, 5.589, 4.328], [-1.166, 6.419, 5.098], [0.666, 5.843, 3.857], [3.268, 4.818, 3.721], [2.757, 3.266, 3.018], [2.242, 3.791, 4.616], [1.230, 5.171, 2.038], [0.389, 2.861, 3.507], [-0.335, 3.534, 2.081], [0.479, -4.416, 0.046], [-0.891, -3.769, 0.240], [-1.681, -3.629, -1.076], [-2.893, -4.402, -0.815], [-2.866, -4.945, 0.404], [-3.762, -5.649, 0.864], [-1.711, -4.627, 1.030], [0.516, -5.439, -0.328], [0.945, -4.486, 1.029], [1.067, -3.823, -0.655], [-0.830, -2.798, 0.732], [-1.067, -4.077, -1.858], [-1.942, -2.582, -1.233]],
  "lowdin_spin": [1.46, 0.01, 0.03, 0.28, 0.18, 0.00, 0.00, 0.00, 0.00, 0.00, 0.00, 0.00, 0.00, 0.02, 0.00, 0.00, 0.00, 0.00, 0.00, 0.00, 0.00, 0.00, 0.00, 0.00, 0.00, 0.00, 0.00, 0.00, 0.00, 0.00, 0.00, 0.00, 0.00, 0.00, 0.00, 0.00, 0.00, 0.00, 0.00, 0.00, 0.00, 0.00, 0.00, 0.00, 0.00, 0.00, 0.00, 0.00, 0.00, 0.00, 0.00, 0.00, 0.00, 0.00, 0.00, 0.00, 0.00, 0.00, 0.00, 0.00, 0.00, 0.00, 0.00, 0.00, 0.00, 0.00, 0.00, 0.00, 0.00, 0.00, 0.00, 0.00, 0.00, 0.00, 0.00, 0.00, 0.00, 0.00, 0.00, 0.00, 0.00, 0.00, 0.00, 0.00, 0.00, 0.00, 0.00, 0.00, 0.00, 0.00, 0.00, 0.00, 0.00, 0.00, 0.00, 0.00, 0.00, 0.00, 0.00]
}



{
  "formula": "C30H46BN8OPt",
  "method": "ωB97M-V/def2-TZVPD",
  "charge": 1,
  "e_above_lowest_kj_mol": 0.0,
  "symbols": ["Pt", "C", "C", "C", "C", "N", "N", "B", "N", "N", "C", "C", "C", "C", "C", "C", "C", "C", "N", "N", "C", "C", "C", "C", "C", "C", "C", "C", "C", "C", "C", "C", "H", "H", "H", "H", "H", "H", "H", "H", "H", "H", "H", "H", "H", "H", "H", "H", "H", "H", "H", "H", "H", "H", "H", "H", "H", "H", "H", "H", "H", "H", "H", "H", "H", "H", "H", "H", "H", "H", "H", "H", "N", "C", "O", "C", "C", "C", "C", "N", "C", "H", "H", "H", "H", "H", "H"],
  "xyz": [[0.097, 0.156, -0.118], [3.958, 1.659, 3.085], [3.525, 1.036, 1.802], [4.276, 0.726, 0.686], [3.391, 0.124, -0.225], [2.187, 0.078, 0.324], [2.251, 0.652, 1.569], [1.040, 0.593, 2.560], [-0.110, 1.612, 2.262], [-0.929, 1.486, 1.169], [-1.926, 2.356, 1.287], [-1.763, 3.057, 2.490], [-0.617, 2.560, 3.077], [0.004, 2.934, 4.379], [-2.998, 2.559, 0.243], [-4.283, 3.034, 0.928], [-3.291, 1.266, -0.519], [-2.538, 3.646, -0.741], [0.431, -0.831, 2.486], [-0.116, -1.212, 1.309], [-0.587, -2.451, 1.422], [-0.344, -2.875, 2.735], [0.301, -1.833, 3.373], [0.800, -1.728, 4.772], [-1.216, -3.224, 0.290], [-2.557, -3.797, 0.764], [-1.463, -2.344, -0.936], [-0.270, -4.370, -0.093], [3.701, -0.396, -1.609], [2.602, -1.322, -2.129], [3.865, 0.790, -2.570], [5.018, -1.182, -1.547], [4.992, 1.986, 3.005], [3.886, 0.952, 3.912], [3.343, 2.524, 3.339], [5.331, 0.895, 0.563], [1.445, 0.796, 3.661], [-2.399, 3.824, 2.897], [-0.519, 3.790, 4.800], [1.054, 3.199, 4.263], [-0.053, 2.114, 5.095], [-4.610, 2.329, 1.694], [-5.079, 3.125, 0.188], [-4.153, 4.012, 1.390], [-3.663, 0.485, 0.146], [-2.405, 0.883, -1.030], [-4.052, 1.459, -1.277], [-2.296, 4.572, -0.218], [-3.335, 3.858, -1.456], [-1.656, 3.333, -1.304], [-0.599, -3.827, 3.168], [0.601, -2.656, 5.304], [0.308, -0.916, 5.308], [1.874, -1.543, 4.795], [-3.248, -2.999, 1.041], [-2.426, -4.447, 1.629], [-3.012, -4.386, -0.033], [-2.170, -1.542, -0.715], [-1.896, -2.940, -1.741], [-0.521, -1.939, -1.335], [-0.088, -5.031, 0.755], [0.694, -3.985, -0.433], [-0.707, -4.963, -0.898], [1.652, -0.798, -2.264], [2.436, -2.168, -1.460], [2.899, -1.711, -3.104], [2.926, 1.335, -2.686], [4.167, 0.431, -3.556], [4.623, 1.489, -2.215], [4.949, -2.006, -0.836], [5.852, -0.545, -1.252], [5.248, -1.594, -2.531], [2.428, 5.169, -0.188], [2.001, 5.094, -1.470], [2.181, 5.979, -2.278], [1.291, 3.831, -1.894], [0.863, 3.747, -3.214], [0.217, 2.602, -3.644], [0.009, 1.575, -2.744], [0.420, 1.654, -1.472], [1.051, 2.758, -1.057], [2.886, 6.019, 0.096], [2.257, 4.460, 0.500], [1.053, 4.586, -3.871], [-0.128, 2.495, -4.662], [-0.497, 0.661, -3.025], [1.359, 2.735, -0.020]],
  "lowdin_charge": [1.16, -0.01, -0.26, 0.05, -0.23, -0.01, 0.03, -0.49, 0.03, -0.02, -0.22, 0.05, -0.26, -0.01, -0.54, -0.04, -0.05, -0.02, 0.04, -0.07, -0.21, 0.05, -0.24, 0.00, -0.54, -0.03, -0.06, -0.03, -0.54, -0.06, -0.02, -0.04, 0.09, 0.09, 0.08, 0.12, 0.12, 0.12, 0.09, 0.08, 0.09, 0.10, 0.09, 0.08, 0.09, 0.03, 0.10, 0.10, 0.10, 0.06, 0.12, 0.09, 0.09, 0.09, 0.09, 0.08, 0.09, 0.06, 0.10, 0.05, 0.09, 0.08, 0.09, 0.04, 0.08, 0.10, 0.06, 0.09, 0.09, 0.10, 0.08, 0.09, 0.19, -0.49, 0.09, -0.09, 0.04, -0.01, -0.12, -0.12, -0.07, 0.12, 0.09, 0.14, 0.12, 0.12, 0.11]
}



no.,largest force on an atom (eV Å⁻¹)
1,6.57
2,0.44